[1]
# C4H8O

An isolated ion of composition C4H8O and charge +1 in a non-equilibrium geometry (ωB97M-V/def2-TZVPD, OMol25).

```
13
C4H8O (ωB97M-V/def2-TZVPD)
C 1.565 0.938 1.118
C -1.433 -0.666 -0.673
O -1.611 -1.353 -1.874
C -0.077 -0.211 -0.382
C 0.214 0.698 0.639
H 2.320 0.460 0.491
H 1.861 1.989 1.129
H 1.654 0.536 2.144
H -2.207 0.104 -0.674
H -1.621 -1.405 0.152
H -0.811 -1.788 -2.218
H 0.698 -0.480 -1.095
H -0.552 1.177 1.243
```

Output
* strongest force on any atom: 1.63 eV/Å
* E: -6314.9534 eV
* 2S+1: 2
* ΔE to the lowest compared entry with this formula, charge and spin: 1.0547 eV
* E_LUMO (spin up / spin down): -5.10 / -8.74 eV
* total charge: +1

[2]
# C4H4S

C4H4S as an isolated structure in a non-equilibrium geometry (ωB97M-V/def2-TZVPD, OMol25).

```
9
C4H4S (ωB97M-V/def2-TZVPD)
C 0.425 -0.685 0.500
C -0.614 -0.679 -0.534
C 0.425 0.794 0.398
C -0.749 0.641 -0.557
S 2.026 0.025 -0.158
H 0.571 -1.484 1.354
H -1.048 -1.645 -0.983
H 0.477 1.621 1.069
H -1.513 1.412 -1.088
```

Output
* strongest force on any atom: 3.91 eV/Å
* E: -15044.3438 eV
* ΔE to the lowest compared entry with this formula, charge and spin: 3.3354 eV
* E_LUMO: 0.55 eV
* total charge: 0

[3]
# C3H4O2

C3H4O2 as an isolated structure in a non-equilibrium geometry (ωB97M-V/def2-TZVPD, OMol25).

```
9
C3H4O2 (ωB97M-V/def2-TZVPD)
C -0.088 0.086 -1.477
C -0.313 -0.644 0.067
C 0.207 0.215 1.074
O 0.293 1.223 -1.451
O -0.816 -1.685 0.191
H -0.327 -0.525 -2.659
H 0.228 -0.143 2.129
H -0.502 1.143 1.175
H 1.317 0.330 0.951
```

Output
* strongest force on any atom: 4.53 eV/Å
* E: -7268.4611 eV
* ΔE to the lowest compared entry with this formula, charge and spin: 2.2248 eV
* E_LUMO: 0.11 eV
* total charge: 0

[4]
# C12H20N

A 2-piece molecular cluster, C12H20N overall in a non-equilibrium geometry (ωB97M-V/def2-TZVPD, OMol25).

```
33
C12H20N (ωB97M-V/def2-TZVPD)
C 0.654 -1.582 3.563
C 0.295 -0.231 3.412
C 1.376 -2.270 2.611
C 0.671 0.393 2.249
C 1.553 -1.580 1.448
C -1.204 0.729 -2.696
C -1.635 -1.010 -0.970
C -1.843 1.343 -0.246
C 0.853 1.826 -0.864
C 1.432 -0.309 -1.749
C -1.117 0.373 -1.207
C 0.402 0.479 -1.127
N 1.268 -0.280 1.266
H 0.479 -2.065 4.521
H -0.220 0.126 4.257
H 1.474 -3.320 2.726
H 0.406 1.475 2.080
H 1.899 -2.215 0.638
H -0.892 -0.123 -3.347
H -2.251 0.966 -2.709
H -0.654 1.630 -3.128
H -2.434 -1.141 -1.631
H -0.814 -1.791 -1.212
H -1.745 -1.223 0.108
H -1.956 2.323 -0.630
H -2.764 0.834 0.045
H -1.273 1.497 0.705
H 0.552 2.142 0.075
H 1.866 1.910 -0.940
H 0.329 2.567 -1.449
H 1.773 0.317 -2.567
H 1.191 -1.349 -2.028
H 2.326 -0.442 -1.207
```

Output
* strongest force on any atom: 3.98 eV/Å
* E: -14249.4619 eV
* ΔE to the lowest compared entry with this formula, charge and spin: 2.3496 eV
* E_LUMO: -4.65 eV
* total charge: +1

> Which value of strongest force on any atom does entry 2 give?

3.91 eV/Å

> Among the records above, which one has the lowest ΔE to the lowest compared entry with this formula, charge and spin?

C4H8O